1.
16
Properties=species:S:1:pos:R:3 method="wB97M-V/def2-TZVPD" total_energy_ev=-39450.3102 homo_energy_ev="-6.08 / -9.08" charge=0 s_squared=2.034 lumo_energy_ev="0.6 / -2.5" homo_lumo_gap_ev="6.676 / 6.540" spin_multiplicity=3
C -1.2811 -0.3239 -0.7721
C -1.9769 -1.0251 -1.8445
C -0.0551 -0.6072 -0.3213
C 0.4420 0.2880 0.8751
O -3.1071 -0.8010 -2.1711
O 0.7210 -1.3869 -1.0567
P 0.7346 2.0286 0.5465
P 2.1788 -0.1437 1.5618
Cl -0.7334 0.0665 2.2287
H -1.9252 0.3149 -0.1901
H -1.4094 -1.6307 -2.4481
H 1.6155 -1.5317 -0.6725
H -0.5241 2.3644 0.0644
H 1.1434 1.9533 -0.8089
H 1.7896 -0.6726 2.8101
H 2.3874 1.1071 2.1985

2.
14
Properties=species:S:1:pos:R:3 method="wB97M-V/def2-TZVPD" total_energy_ev=-29662.7199 homo_energy_ev=-8.97 charge=0 e_above_lowest_kcal_mol=88.5 lumo_energy_ev=0.2 homo_lumo_gap_ev=9.154 spin_multiplicity=1
C 1.1147 -0.4671 -0.9155
C -0.0412 0.5510 -0.4067
C -0.6821 -0.1883 0.8999
C -1.9182 -0.5268 0.9651
H 3.2012 0.5638 -0.0257
H 1.3801 -0.3582 -2.0577
H 0.5544 -1.3472 -1.0589
H -0.8340 0.3408 -1.2382
H -0.1877 2.1407 1.0267
H 0.0061 -0.5110 1.7794
H -2.6468 -0.9613 1.6268
O 0.4243 1.8573 -0.0717
S 2.4973 -0.7255 0.0409
Cl -2.8682 -0.3682 -0.5643

3.
13
Properties=species:S:1:pos:R:3 method="wB97M-V/def2-TZVPD" total_energy_ev=-27618.1991 homo_energy_ev=-9.09 charge=0 e_above_lowest_kcal_mol=11.8 smiles=C[C@@]1(Cl)C[C@@H]1S lumo_energy_ev=0.8 homo_lumo_gap_ev=9.921 spin_multiplicity=1
C -1.5868 -0.2485 -0.8256
C -0.4035 0.3667 -0.0050
Cl -0.5998 2.1119 0.1050
C 0.2233 -0.2540 1.1975
C 0.9783 -0.1596 -0.1089
S 2.3598 0.9529 -0.3768
H -1.5611 0.2962 -1.7820
H -2.5336 -0.0270 -0.3307
H -1.4294 -1.3161 -0.9149
H -0.0952 -1.2375 1.5891
H 0.4214 0.4467 2.0334
H 0.9655 -1.0962 -0.7863
H 3.2612 0.1645 0.2052

4.
15
Properties=species:S:1:pos:R:3 method="wB97M-V/def2-TZVPD" total_energy_ev=-48005.4102 homo_energy_ev="-18.47 / -19.23" charge=+2 e_above_lowest_kcal_mol=19.7 s_squared=6.013 lumo_energy_ev="-10.8 / -12.0" homo_lumo_gap_ev="7.696 / 7.257" spin_multiplicity=5
C 0.6919 -0.2837 1.0604
C 0.6278 -1.7253 0.6188
H 1.1553 -0.1797 2.0487
H 1.2368 0.3447 0.3477
H -0.0264 -2.3091 1.2799
H 1.6385 -2.1538 0.6604
H 0.2578 -1.7978 -0.4124
O -2.1173 1.7813 0.8478
Co -2.0359 0.6276 2.4100
O -0.6371 0.2767 1.1738
C -1.1368 1.2397 0.2802
O -0.7206 1.3465 -1.7077
C 0.0278 0.8590 -2.6550
H -0.0066 1.4390 -3.5993
H 1.0448 0.5350 -2.3533

5.
12
Properties=species:S:1:pos:R:3 method="wB97M-V/def2-TZVPD" total_energy_ev=-6973.5603 homo_energy_ev="-9.44 / -8.35" charge=0 e_above_lowest_kcal_mol=106.8 lumo_energy_ev="0.2 / -0.5" homo_lumo_gap_ev="9.666 / 7.837" spin_multiplicity=1
C -2.4262 -0.8071 -0.4211
C -1.2792 -0.8606 -1.0993
C 0.8981 0.5127 0.4432
C 1.2575 0.0033 -0.8804
F -1.2606 -1.3694 -2.3337
H -3.2606 -1.3424 -0.9300
H -2.5695 -0.2757 0.5458
H 0.5315 1.5122 0.3059
H 1.6412 0.6518 1.2061
H 0.2308 -0.2200 0.9103
H 1.5435 -1.0158 -1.1240
H 1.3807 0.8432 -1.7190

6.
15
Properties=species:S:1:pos:R:3 method="wB97M-V/def2-TZVPD" total_energy_ev=-12663.3781 homo_energy_ev="-12.38 / -14.94" charge=+1 e_above_lowest_kcal_mol=3.7 s_squared=2.008 lumo_energy_ev="-4.1 / -7.7" homo_lumo_gap_ev="8.326 / 7.239" spin_multiplicity=3
C -1.2359 -0.4571 -0.3308
C 1.3592 1.0440 0.8881
C 0.7441 0.9081 -0.4758
C 1.8496 0.0074 -0.0650
N -1.0783 -1.6584 0.1582
N -2.3506 0.2269 -0.5985
F 1.7298 -1.2559 0.2494
F 3.0173 0.0401 -0.7218
H 2.0169 1.9571 1.0841
H 0.9500 0.7222 1.8034
H 0.7240 1.7671 -1.0854
H -0.2418 -1.8303 0.7201
H -1.8633 -2.3382 0.2072
H -2.3685 1.0337 -1.1593
H -3.2525 -0.1670 -0.6739

7.
15
Properties=species:S:1:pos:R:3 method="wB97M-V/def2-TZVPD" total_energy_ev=-13230.8416 homo_energy_ev=-10.30 charge=0 e_above_lowest_kcal_mol=78.5 smiles=OC[C@H]1NCC1(F)F lumo_energy_ev=0.7 homo_lumo_gap_ev=10.998 spin_multiplicity=1
O 2.1925 0.6853 1.3084
C 0.9103 -0.0650 1.0667
C 0.5152 -0.2228 -0.3652
N -0.4849 -1.4953 -0.4691
C -1.4875 -0.2934 -1.0707
C -0.4469 0.7570 -0.8587
F 0.0101 1.3324 -2.0591
F -0.6678 1.7324 -0.0036
H 1.8996 1.0316 2.2008
H 1.1941 -1.1167 1.4866
H 0.1678 0.3923 1.6460
H 1.2314 -0.4006 -1.1888
H -0.9377 -1.6334 0.5831
H -2.0480 -0.6223 -2.0281
H -2.0482 -0.0815 -0.2483

8.
16
Properties=species:S:1:pos:R:3 method="wB97M-V/def2-TZVPD" total_energy_ev=-15279.7976 homo_energy_ev=-10.12 charge=0 e_above_lowest_kcal_mol=41.5 lumo_energy_ev=0.3 homo_lumo_gap_ev=10.461 spin_multiplicity=1
C -1.4022 -0.6800 1.7123
C -0.6035 -0.1022 -1.2986
C 1.3068 1.3712 -0.6340
C -0.3673 0.5078 0.9684
N 0.0777 0.6271 -0.2363
O -0.8539 -1.6838 1.3742
O -2.3044 -0.2037 2.2788
F 0.9303 -2.6367 0.0351
F 0.3755 1.0931 1.8631
H -1.5902 -0.4921 -0.9321
H -0.6709 0.6775 -1.9363
H 0.0815 -0.9651 -1.6692
H 2.1134 0.7404 -1.0479
H 0.8691 2.3184 -1.1590
H 1.8722 1.8712 0.1732
H 0.1659 -2.4430 0.5081

9.
14
Properties=species:S:1:pos:R:3 method="wB97M-V/def2-TZVPD" total_energy_ev=-12408.1618 homo_energy_ev=-11.23 charge=0 e_above_lowest_kcal_mol=150.4 lumo_energy_ev=0.4 homo_lumo_gap_ev=11.671 spin_multiplicity=1
C -1.3938 -0.4843 -0.4603
C 0.0524 -0.0217 0.2354
C 0.1823 1.5853 0.1547
C 1.0743 -1.0273 -0.0058
H -2.3022 0.2655 -0.5867
H -0.9783 -0.9307 -1.5053
H -1.5718 -1.3679 0.3800
H -0.6496 2.0454 -0.7778
H -0.3137 2.0879 1.4537
H 0.8310 -1.9406 0.5125
H 0.9126 -0.9339 -1.0889
F -0.0562 -0.0398 1.6079
F 1.7458 1.6452 -0.1064
F 2.4672 -0.8831 0.1871

10.
19
Properties=species:S:1:pos:R:3 method="wB97M-V/def2-TZVPD" total_energy_ev=-30559.7245 homo_energy_ev="-8.76 / -10.34" charge=0 lumo_energy_ev="-1.3 / -1.2" homo_lumo_gap_ev="7.453 / 9.142" spin_multiplicity=1
C 1.1827 2.3477 0.1045
C 0.5397 -2.5025 0.0104
C -3.4345 0.4973 -0.0868
C -3.5846 -0.9847 -0.0773
O 0.8500 -0.0824 -1.4471
O 0.3571 1.2843 0.7311
O 0.0725 -1.3322 0.6044
F -2.4370 0.9317 0.6478
F -3.2115 0.9236 -1.3579
F -4.8694 -1.2974 -0.5241
F -3.3623 -1.6545 1.0885
P -0.0259 0.0442 -0.2750
H 0.4506 2.9020 -0.5237
H 1.9027 1.8902 -0.5004
H 1.6564 3.0050 0.9010
H -0.3440 -3.0861 -0.1717
H 1.2362 -2.9309 0.8672
H 1.2561 -2.3040 -0.8854
H -4.4061 1.0550 0.1702

11.
14
Properties=species:S:1:pos:R:3 method="wB97M-V/def2-TZVPD" total_energy_ev=-9955.2308 homo_energy_ev="-7.44 / -7.81" charge=0 e_above_lowest_kcal_mol=81.9 lumo_energy_ev="0.8 / 0.8" homo_lumo_gap_ev="8.238 / 8.580" spin_multiplicity=1
C 1.6062 1.2454 0.5906
C -0.4684 1.1215 -0.5710
C -0.4340 -0.4076 -0.6822
C 0.8861 -1.1392 1.1944
N 0.7268 1.7498 -0.0778
N -0.3846 -1.0638 0.6291
F 1.7733 -2.0214 0.5895
H 2.5218 1.6078 0.9918
H -0.6481 1.5503 -1.5647
H -1.2846 1.4284 0.0925
H -1.3648 -0.6956 -1.1743
H 0.4168 -0.6969 -1.3171
H 0.9518 -1.2297 2.2699
H -0.8451 -1.9753 0.5863

12.
14
Properties=species:S:1:pos:R:3 method="wB97M-V/def2-TZVPD" total_energy_ev=-9952.8922 homo_energy_ev=-9.18 charge=0 e_above_lowest_kcal_mol=135.8 lumo_energy_ev=-0.8 homo_lumo_gap_ev=8.429 spin_multiplicity=1
C 0.3494 1.6599 0.1219
C 1.2926 0.6220 0.2047
C -0.4627 -1.3366 -0.8669
C -0.2382 -0.9946 0.5385
N -0.3802 1.7875 -0.9601
N -0.8211 -1.6915 1.4323
F -0.6218 -1.5012 2.7586
H 0.0868 2.3227 0.9978
H 1.7887 0.5985 1.0708
H -1.4081 -1.8714 -1.1826
H -0.5202 -0.2343 -1.2307
H 0.4701 -1.9124 -1.3420
H 1.7389 0.2427 -0.6521
H -1.2742 2.3088 -0.8901

13.
15
Properties=species:S:1:pos:R:3 method="wB97M-V/def2-TZVPD" total_energy_ev=-12003.0159 homo_energy_ev=-8.51 charge=0 e_above_lowest_kcal_mol=93.2 lumo_energy_ev=0.8 homo_lumo_gap_ev=9.301 spin_multiplicity=1
H 1.1320 -2.1070 -2.9668
N 0.5383 -1.5263 -2.3440
C 1.2866 -0.8044 -1.5703
N 1.0858 -0.0082 -0.4494
C -0.1719 0.1420 0.3198
C -0.1091 1.1488 1.1701
F 0.9461 1.9029 1.6335
O -1.1675 -0.6581 -0.0341
C -2.2602 -0.4141 0.8893
H 2.3455 -0.6182 -1.7525
H 1.8405 0.7321 -0.3103
H -0.8187 1.4268 1.8372
H -3.2910 -0.7776 0.3398
H -2.3423 0.7449 1.2430
H -1.8830 -0.9542 1.8807

14.
15
Properties=species:S:1:pos:R:3 method="wB97M-V/def2-TZVPD" total_energy_ev=-12001.4422 homo_energy_ev=-8.74 charge=0 e_above_lowest_kcal_mol=129.5 lumo_energy_ev=0.4 homo_lumo_gap_ev=9.175 spin_multiplicity=1
C -2.2114 1.5569 1.0529
C -0.6637 1.0130 0.9655
F -0.0465 1.4583 2.0962
C -0.2062 0.0525 0.1947
N 1.1709 -0.2689 0.4182
C 1.8354 -1.2539 -0.1519
N 1.4968 -2.0561 -1.2607
O 0.5697 -1.3711 -2.1609
H -2.1263 2.7213 1.3676
H -2.6759 0.8823 1.9530
H -2.8522 1.3066 -0.0241
H -0.6383 -0.3639 -0.7212
H 2.9688 -1.0908 0.3131
H 2.3766 -2.1826 -1.7707
H 1.0025 -0.4034 -2.2719

15.
15
Properties=species:S:1:pos:R:3 method="wB97M-V/def2-TZVPD" total_energy_ev=-20792.5647 homo_energy_ev=-8.61 charge=0 e_above_lowest_kcal_mol=45.5 smiles="C[C@@H]1[C@@H](F)C(=S)N1N" lumo_energy_ev=0.6 homo_lumo_gap_ev=9.205 spin_multiplicity=1
C -0.3038 1.6807 0.6286
C -0.5547 0.4362 -0.1151
C -1.1094 -0.8222 0.5846
F -2.3079 -1.2505 0.0586
C 0.1094 -1.6091 0.1107
S 0.7027 -3.1060 0.0277
N 0.5697 -0.3914 -0.3937
N 1.7488 -0.1083 -1.0097
H 0.1502 1.4219 1.5923
H -1.2189 2.3304 0.7174
H 0.4079 2.2913 0.0274
H -1.0374 0.6728 -1.0645
H -1.2404 -0.6455 1.6045
H 2.3961 -0.8252 -0.7824
H 1.6876 -0.0750 -1.9864

16.
15
Properties=species:S:1:pos:R:3 method="wB97M-V/def2-TZVPD" total_energy_ev=-11437.4144 homo_energy_ev="-12.14 / -15.31" charge=+1 e_above_lowest_kcal_mol=0.0 s_squared=2.014 lumo_energy_ev="-3.5 / -8.8" homo_lumo_gap_ev="8.662 / 6.464" spin_multiplicity=3
C -0.1827 -1.4923 0.6612
C -2.0589 -0.6047 -0.2775
C -0.2269 0.8991 -0.1452
C 0.7312 -0.5785 -0.1792
N -1.4409 -1.4298 0.5368
N -1.5914 0.6254 -0.4581
N 2.0143 -0.3454 0.1581
F 0.4773 -1.1016 -1.4925
H 0.3954 -2.1372 1.3832
H -2.9009 -0.9067 -0.7196
H 0.0737 1.3044 0.9517
H 0.2756 1.5632 -0.7498
H -2.0875 1.2075 -1.1180
H 2.4213 -1.0915 0.6992
H 2.3954 0.5490 0.2445

17.
14
Properties=species:S:1:pos:R:3 method="wB97M-V/def2-TZVPD" total_energy_ev=-10511.5660 homo_energy_ev="-1.12 / -1.12" charge=-1 e_above_lowest_kcal_mol=46.2 lumo_energy_ev="3.6 / 3.6" homo_lumo_gap_ev="4.767 / 4.768" spin_multiplicity=1
C 2.8673 0.3354 0.2207
C 1.5393 0.1339 -0.1354
C 0.6958 -0.9162 0.2740
C -0.5875 -1.0186 -0.2035
N -2.6748 1.2078 -0.6196
O -3.3763 1.2073 0.6273
F -1.2824 -2.2056 0.2346
H 3.3467 1.0614 -0.5004
H 3.5255 -0.4206 0.7864
H 1.2288 0.9014 -0.8745
H -3.5702 0.2644 0.7780
H 1.1972 -1.8038 0.5718
H -1.1706 -0.3818 -0.7247
H -1.7389 1.6350 -0.4347

18.
13
Properties=species:S:1:pos:R:3 method="wB97M-V/def2-TZVPD" total_energy_ev=-9021.7779 homo_energy_ev=-10.46 charge=0 e_above_lowest_kcal_mol=103.6 lumo_energy_ev=-0.4 homo_lumo_gap_ev=10.105 spin_multiplicity=1
C 0.3432 1.3230 -1.4017
C 0.0396 0.0677 -0.5303
C -0.0762 -0.1478 0.9386
C -0.5442 -1.4899 1.3842
H 0.9473 0.7492 -2.4114
H -0.6148 1.7569 -1.8259
H 0.9199 2.0168 -0.6894
H -0.9378 -0.5904 -0.9856
H -1.0048 0.4071 1.2314
H 0.7711 0.4035 1.4443
H 0.5649 -2.2414 1.9160
O -1.8373 -1.6680 1.7365
F 1.4291 -0.5869 -0.8067

no.,strongest force on any atom (eV Å⁻¹)
1,7.3
2,6.1
3,2.0
4,6.3
5,3.1
6,3.5
7,5.2
8,3.8
9,6.0
10,3.7
11,3.2
12,4.9
13,5.3
14,5.1
15,3.2
16,4.9
17,6.6
18,8.8